# 1
{
  "formula": "C4H6NO",
  "method": "ωB97M-V with the def2-TZVPD basis set",
  "symbols": ["C", "C", "C", "C", "N", "O", "H", "H", "H", "H", "H", "H"],
  "xyz": [[-0.5886, -0.5006, 0.5380], [0.3965, 0.5290, 0.0599], [-1.5609, 0.6205, 0.5406], [1.8010, 0.4359, 0.0176], [-1.6938, -0.4839, -0.4234], [-0.3528, 1.4036, -0.2686], [-0.3939, -1.3780, 1.1187], [1.8426, -0.3555, -0.6818], [2.1635, 0.0751, 0.9729], [2.3133, 1.3991, -0.1936], [-1.4026, -0.5761, -1.4766], [-2.5244, -1.1690, -0.2037]],
  "forces_ev_per_a": [[2.1, -1.0, -0.1], [0.3, -4.3, 1.5], [-1.5, 2.3, 0.6], [1.3, 1.9, 1.0], [-0.9, -2.9, -3.0], [-3.2, 3.7, -1.2], [-0.2, -0.1, 0.5], [1.2, -0.9, -1.2], [0.2, -0.3, 0.2], [-0.3, -0.9, -0.4], [-0.9, 0.8, 2.3], [2.0, 1.7, -0.3]],
  "mol_weight_g_mol": 84.1,
  "total_charge": 1,
  "e_tot_ev": -7770.2096,
  "lumo_energy_ev": -4.66,
  "homo_lumo_gap_ev": 10.029
}

=====

# 2
{
  "formula": "C4H6NO2",
  "method": "ωB97M-V with the def2-TZVPD basis set",
  "symbols": ["C", "C", "C", "C", "N", "O", "O", "H", "H", "H", "H", "H", "H"],
  "xyz": [[0.1349, 0.4783, 0.0210], [1.5392, 0.2820, 0.0164], [-0.4983, 1.7779, 0.0907], [-1.1899, -1.8985, -0.0509], [2.7152, 0.0918, 0.0487], [-0.7512, -0.4455, 0.2175], [3.8402, -0.0676, 0.0399], [-0.3471, 2.1422, -0.9266], [0.0218, 2.5579, 0.5326], [-1.6331, 1.6787, 0.2254], [-1.2182, -1.9706, -1.1113], [-0.4851, -2.6900, 0.4547], [-2.1284, -1.9366, 0.4420]],
  "forces_ev_per_a": [[-0.5, -1.9, 2.1], [1.3, -0.6, -0.3], [-2.2, -0.4, -2.1], [3.1, -0.6, 1.6], [-4.9, 0.8, -0.4], [0.1, -0.3, -0.6], [2.4, -0.4, 0.2], [-0.3, 0.1, -0.8], [0.9, 1.2, 1.8], [2.0, 0.4, 0.2], [-0.1, -0.2, -0.7], [-1.0, 1.9, -1.1], [-0.8, 0.2, 0.2]],
  "smiles": "COC(C)=C=[N+]=O",
  "mol_weight_g_mol": 100.1,
  "total_charge": 1,
  "e_tot_ev": -9817.8269,
  "lumo_energy_ev": -6.21,
  "homo_lumo_gap_ev": 9.194
}

=====

# 3
{
  "formula": "C4H6NO2",
  "method": "ωB97M-V with the def2-TZVPD basis set",
  "symbols": ["C", "C", "C", "C", "N", "O", "O", "H", "H", "H", "H", "H", "H"],
  "xyz": [[1.3554, -0.0143, 0.4634], [0.6840, 0.5636, 1.6532], [-0.2534, -0.0012, 2.3764], [-1.2578, -0.2429, -1.9884], [-0.6521, 0.0570, -0.7788], [-1.0814, -0.4281, 3.0413], [0.5874, -0.2396, -0.7187], [2.1858, 0.6264, 0.1341], [1.7924, -1.0054, 0.6722], [1.0447, 1.5077, 2.0425], [-0.6420, -0.8237, -2.6813], [-1.5412, 0.7178, -2.4459], [-2.2217, -0.7174, -1.7699]],
  "forces_ev_per_a": [[1.2, 0.1, 2.5], [0.7, 0.5, -0.9], [-0.4, -0.3, 0.5], [0.2, -0.7, -1.3], [2.7, 0.0, 1.9], [0.0, -0.1, -0.1], [-3.5, 0.1, -2.6], [-0.4, -0.2, 0.0], [-0.3, 0.2, -0.4], [-0.1, 0.1, -0.1], [-0.1, 0.1, 0.1], [0.0, 0.1, 0.2], [0.0, 0.0, 0.2]],
  "mol_weight_g_mol": 100.1,
  "total_charge": 1,
  "e_tot_ev": -9818.4094,
  "lumo_energy_ev": [-7.32, -7.32],
  "homo_lumo_gap_ev": [6.464, 6.465]
}

=====

# 4
{
  "formula": "C4H6NO4S",
  "method": "ωB97M-V with the def2-TZVPD basis set",
  "symbols": ["C", "C", "C", "C", "N", "O", "O", "O", "O", "S", "H", "H", "H", "H", "H", "H"],
  "xyz": [[1.2100, -2.0128, -0.4699], [0.2624, -1.1976, 0.0605], [1.4837, 1.8358, 0.4659], [-0.2954, -0.1896, -0.6811], [0.2171, 1.6890, 0.1648], [-1.7031, 0.5031, 1.3648], [2.4520, 1.4011, -0.1276], [-2.5005, -1.3466, 0.0490], [-2.7315, 0.8943, -0.8452], [-1.9841, 0.0098, 0.0369], [1.6051, -2.8424, 0.0915], [1.3601, -2.0063, -1.5356], [-0.0456, -1.0262, 1.1074], [1.5550, 2.5726, 1.2191], [-0.2027, 0.1643, -1.7457], [-0.6823, 1.5515, 0.8451]],
  "forces_ev_per_a": [[-1.8, 0.0, 1.0], [3.6, -1.5, 0.8], [-0.3, -0.1, -1.0], [-2.4, 6.3, -1.0], [-3.8, -3.8, -0.8], [-0.3, 0.8, 1.7], [0.9, -0.5, -0.2], [0.1, -0.2, 0.2], [0.5, 0.2, 0.6], [-1.3, -1.0, -3.2], [0.3, -0.1, 0.1], [0.3, 0.2, -0.2], [0.6, -1.2, -0.3], [0.7, 1.2, 1.7], [0.1, -1.1, 1.2], [2.8, 0.9, -0.8]],
  "mol_weight_g_mol": 164.2,
  "total_charge": -1,
  "e_tot_ev": -24758.9802,
  "lumo_energy_ev": [3.14, 3.14],
  "homo_lumo_gap_ev": [8.541, 8.539]
}

=====

# 5
{
  "formula": "C4H6NO5",
  "method": "ωB97M-V with the def2-TZVPD basis set",
  "symbols": ["C", "C", "C", "C", "N", "O", "O", "O", "O", "O", "H", "H", "H", "H", "H", "H"],
  "xyz": [[-2.6831, 0.4637, 0.1631], [0.8913, 0.6110, 0.7684], [0.9071, 0.1479, -0.6974], [-0.4763, -0.1725, -1.4418], [-2.0437, -0.5765, 0.6514], [-3.6206, 0.6033, -0.6001], [-2.1418, 1.6619, 0.7947], [-2.6236, -1.7530, 0.0989], [-0.1278, 1.0887, -1.5719], [-1.0536, -1.1378, -1.9601], [-0.1622, 0.5613, 1.0096], [1.5290, -0.0496, 1.4530], [1.1434, 1.6978, 1.0174], [1.8899, 0.1803, -1.2402], [-2.6388, 2.4227, 0.5396], [-3.1951, -1.2701, -0.6157]],
  "forces_ev_per_a": [[1.5, 1.8, 2.6], [0.4, 0.3, 0.3], [-1.4, 1.6, -0.4], [2.2, -3.4, -0.5], [0.1, 0.2, -0.1], [-1.1, -0.4, -1.3], [0.6, -1.6, 0.1], [-1.5, 1.6, -1.6], [-0.3, -1.1, 0.4], [1.4, 3.9, 1.0], [0.0, -0.4, 0.7], [-1.0, 0.7, -1.1], [0.2, -1.3, -1.0], [-1.2, -0.4, 0.3], [-0.8, 0.4, -0.7], [0.8, -1.9, 1.2]],
  "mol_weight_g_mol": 148.1,
  "total_charge": -1,
  "e_tot_ev": -15970.4052,
  "lumo_energy_ev": 3.76,
  "homo_lumo_gap_ev": 7.127
}

=====

# 6
{
  "formula": "C4H6NOP",
  "method": "ωB97M-V with the def2-TZVPD basis set",
  "symbols": ["C", "C", "C", "C", "N", "O", "P", "H", "H", "H", "H", "H", "H"],
  "xyz": [[-0.3270, 1.0754, 0.1093], [-0.1025, -0.3584, 0.0586], [-1.6575, 1.4044, 0.0452], [1.0904, -0.9794, 0.0835], [2.5056, -0.5673, 0.0636], [-2.6397, 0.5196, 0.0523], [-2.1184, -1.0816, -0.0717], [0.5157, 1.7665, 0.1918], [-2.1828, -1.4679, -1.5540], [-2.0720, 2.4061, 0.3039], [0.9429, -2.0120, -0.0005], [2.8110, 0.3707, 0.1937], [3.2344, -1.0763, 0.5242]],
  "forces_ev_per_a": [[3.0, -5.3, 0.0], [-5.3, 6.2, -0.3], [-2.8, 5.2, 0.2], [5.1, -2.0, 0.2], [-2.5, 0.0, -0.2], [0.1, -2.7, -0.5], [2.6, 0.3, -0.1], [-0.6, -0.1, -0.1], [0.3, 1.0, 1.1], [0.6, -0.8, -0.3], [0.8, -1.6, 0.0], [-0.8, 1.1, -0.2], [-0.5, -1.3, 0.2]],
  "mol_weight_g_mol": 115.1,
  "total_charge": 0,
  "e_tot_ev": -17066.0516,
  "lumo_energy_ev": [0.75, -1.40],
  "homo_lumo_gap_ev": [5.389, 8.078],
  "spin_multiplicity": 3
}

=====

# 7
{
  "formula": "C4H6NP",
  "method": "ωB97M-V with the def2-TZVPD basis set",
  "symbols": ["C", "C", "C", "C", "N", "P", "H", "H", "H", "H", "H", "H"],
  "xyz": [[-2.1229, -1.0025, 0.7325], [-1.1986, -0.9941, -0.1980], [0.2164, -0.8517, -0.5063], [0.5074, 0.6422, -0.1087], [-0.6451, 1.3325, 0.4554], [-2.3039, 0.4493, -0.3738], [-2.4830, -1.5190, 1.5909], [0.8470, -1.5364, 0.0612], [0.4053, -0.9832, -1.5694], [1.2767, 0.6400, 0.6727], [0.9164, 1.1572, -0.9880], [-0.6230, 2.3161, 0.2188]],
  "forces_ev_per_a": [[0.2, 0.0, -1.5], [-1.4, 0.5, 0.4], [0.4, -0.1, 0.0], [0.5, 0.3, 0.1], [-2.6, -0.7, -0.8], [2.7, 0.3, 1.4], [0.1, 0.0, 0.6], [0.0, -0.1, 0.0], [0.0, -0.1, 0.0], [0.1, -0.1, -0.2], [0.0, -0.1, 0.1], [0.0, 0.1, -0.1]],
  "smiles": "C1=P2=C1CCN2",
  "mol_weight_g_mol": 99.1,
  "total_charge": 0,
  "e_tot_ev": -15020.9622,
  "lumo_energy_ev": 1.14,
  "homo_lumo_gap_ev": 9.308
}

=====

# 8
{
  "formula": "C4H6NP",
  "method": "ωB97M-V with the def2-TZVPD basis set",
  "symbols": ["C", "C", "C", "C", "N", "P", "H", "H", "H", "H", "H", "H"],
  "xyz": [[-0.8568, -0.4238, 0.4728], [-1.8309, 0.2301, -0.3216], [-2.5498, 0.2278, -1.4209], [2.3914, -0.2990, 0.7560], [3.1276, 0.4863, 0.1874], [-1.1725, 1.0681, 1.1473], [-0.3495, -1.4008, 0.5686], [-2.8074, -0.8289, -1.8080], [-3.1388, 1.0372, -1.8804], [2.6894, -1.4086, 0.6189], [1.5918, -0.1519, 1.4376], [2.9057, 1.4635, 0.2423]],
  "forces_ev_per_a": [[-0.5, -0.6, 0.5], [0.7, 0.7, 0.3], [-1.7, -2.2, -1.3], [0.2, -4.5, 0.8], [1.9, 1.8, -2.1], [0.4, -0.1, -0.2], [-0.3, 0.8, -0.2], [0.8, 1.8, 0.1], [0.4, -0.3, 0.8], [-0.7, 1.4, 0.3], [-0.9, 0.6, 0.5], [-0.3, 0.6, 0.5]],
  "smiles": "C=C1C=P1.C=N",
  "mol_weight_g_mol": 99.1,
  "total_charge": 0,
  "e_tot_ev": -15019.5657,
  "lumo_energy_ev": -0.51,
  "homo_lumo_gap_ev": 7.768
}

=====

# 9
{
  "formula": "C4H6NS",
  "method": "ωB97M-V with the def2-TZVPD basis set",
  "symbols": ["C", "C", "C", "C", "N", "S", "H", "H", "H", "H", "H", "H"],
  "xyz": [[-2.6683, 0.6791, -0.4276], [-1.4690, 0.0225, -0.1489], [1.9600, -0.3942, 0.3077], [-0.3386, -0.6762, -0.3616], [-2.4565, 0.3592, 0.8022], [2.3681, 1.1743, -0.0852], [-3.3840, 1.1045, -1.0942], [2.2301, -1.1503, -0.4107], [1.7931, -0.6820, 1.3322], [-0.0730, -1.4100, 0.3819], [0.0013, -0.8056, -1.3730], [2.0370, 1.7787, 1.0772]],
  "forces_ev_per_a": [[1.3, -0.5, 0.4], [-0.9, 0.2, 0.0], [-0.3, 1.2, 0.0], [0.4, -0.2, 0.1], [0.1, 0.0, -0.3], [0.2, -0.3, 0.1], [-0.5, 0.3, -0.1], [-0.1, -0.1, -0.1], [-0.1, 0.0, 0.1], [-0.1, -0.3, 0.1], [-0.1, -0.1, -0.2], [0.0, -0.2, -0.1]],
  "mol_weight_g_mol": 100.2,
  "total_charge": 1,
  "e_tot_ev": -16558.5268,
  "lumo_energy_ev": [-6.11, -6.11],
  "homo_lumo_gap_ev": [7.276, 7.277]
}

=====

# 10
{
  "formula": "C4H6NiO",
  "method": "ωB97M-V with the def2-TZVPD basis set",
  "symbols": ["O", "C", "C", "H", "H", "H", "Ni", "C", "C", "H", "H", "H"],
  "xyz": [[-0.6356, 1.9377, 0.5576], [-1.4850, 1.1355, 1.1483], [-2.0066, -0.0185, 0.6586], [-1.8030, 1.4478, 2.1606], [-1.8263, -0.3289, -0.3750], [-2.5544, -0.6885, 1.3227], [0.5819, 1.5217, -0.7626], [1.2911, -0.4008, -0.5099], [2.2545, -0.9920, -1.2434], [0.8505, -1.1017, 0.2254], [2.7931, -0.4615, -2.0413], [2.5399, -2.0508, -1.1408]],
  "forces_ev_per_a": [[-0.8, 0.2, 0.7], [-0.2, -0.7, 0.0], [0.1, 0.3, 0.1], [0.3, -0.1, -0.2], [0.1, 0.0, 0.4], [-0.1, 0.3, -0.3], [0.9, -0.5, -0.7], [0.2, -0.4, -0.1], [-0.2, 0.3, -0.1], [0.0, 0.4, -0.1], [-0.2, -0.1, 0.2], [-0.1, 0.3, 0.1]],
  "mol_weight_g_mol": 128.8,
  "total_charge": -1,
  "e_tot_ev": -47332.4954,
  "lumo_energy_ev": [4.44, 3.86],
  "homo_lumo_gap_ev": [5.627, 8.043],
  "spin_multiplicity": 4
}